Density functional theory data (wB97M-V/def2-TZVPD) for an isolated molecule of C4H6O.

Each line ends with the Mulliken charge.
Element x y z (Å)
C: -0.69464 0.82688 -0.49743  -0.279
C: 0.29374 0.42430 -1.30326  -0.279
O: 1.08282 -0.59037 -0.83732  -0.369
C: 0.80382 -0.66575 0.61021  -0.310
C: -0.71053 -0.18264 0.67985  -0.352
H: -1.45288 1.61856 -0.74043  0.297
H: 0.54760 0.82268 -2.28051  0.366
H: 1.02016 -1.76712 0.99923  0.228
H: 1.55200 0.11318 1.20459  0.220
H: -0.87019 0.34615 1.71389  0.255
H: -1.57190 -0.94587 0.45120  0.223

Output
Charge = 0
Electronic energy = -6290.834 eV
2S+1 = 1
SMILES = C1=COCC1
Energy relative to the best compared isomer or geometry (same formula, charge and spin) = 104.6 kJ/mol
Frontier orbital gap = 9.6933 eV

=====

Density functional theory data (wB97M-V/def2-TZVPD) for a 13-piece molecular cluster, C52H83ClN12O5 overall.

Each line ends with the Mulliken charge.
Element x y z (Å)
C: 12.67251 -33.10141 -7.82127  -1.040
C: 12.49377 -31.78427 -8.58175  0.838
N: 13.76625 -30.93692 -8.68512  0.690
C: 14.64553 -31.58653 -9.71313  -1.258
C: 13.24666 -29.64399 -9.33556  1.868
C: 14.24035 -28.53577 -9.50310  -0.814
C: 14.42037 -30.79568 -7.34004  -1.510
C: 13.64390 -30.07869 -6.21679  -0.788
O: 13.70161 -28.68645 -6.52881  0.400
C: 12.59949 -27.98397 -5.94736  -0.963
H: 11.77961 -33.70195 -7.97884  0.189
H: 12.85712 -33.04413 -6.75206  -0.082
H: 13.51550 -33.71151 -8.15809  0.156
H: 11.75507 -31.16823 -8.07591  0.367
H: 12.14310 -31.94789 -9.59722  -0.276
H: 14.73872 -32.59248 -9.29908  0.746
H: 15.59262 -31.07554 -9.83242  0.524
H: 14.17316 -31.78145 -10.67468  -0.027
H: 12.46204 -29.29191 -8.65824  -0.897
H: 12.63540 -29.98148 -10.17172  -0.088
H: 14.72556 -28.15054 -8.60946  -0.661
H: 13.71830 -27.70357 -9.97603  0.206
H: 15.09503 -28.89521 -10.08449  0.280
H: 15.36118 -30.26254 -7.49527  0.705
H: 14.73970 -31.79074 -7.02983  0.698
H: 14.15623 -30.34542 -5.29425  0.400
H: 12.61876 -30.44251 -6.27277  0.346
H: 11.95794 -28.55603 -5.28102  0.508
H: 12.03434 -27.58806 -6.79713  0.229
H: 12.94062 -27.08359 -5.42981  0.092
Cl: 13.33072 -36.62454 -6.13657  1.909
O: 11.93341 -36.26169 -6.10135  -0.801
O: 13.74907 -36.94057 -7.47201  -0.655
O: 14.09789 -35.48121 -5.71572  -0.716
O: 13.59059 -37.70240 -5.23606  -0.726
C: 9.03069 -28.69127 -7.19822  -0.451
C: 8.49204 -27.39014 -7.76778  -0.457
C: 8.55238 -27.41309 -9.32302  -0.729
C: 9.86234 -27.61056 -9.95808  0.270
N: 10.84046 -27.77335 -10.53869  -0.487
H: 10.02183 -28.89749 -7.61899  -0.306
H: 8.53255 -29.65531 -7.28002  0.424
H: 9.28288 -28.51965 -6.14717  0.330
H: 9.06953 -26.53510 -7.42035  0.281
H: 7.43265 -27.24707 -7.55978  0.353
H: 8.22738 -26.44054 -9.70108  0.344
H: 7.83128 -28.17292 -9.61854  0.359
C: 10.22938 -23.28756 -13.74677  -1.346
C: 11.05787 -24.24370 -12.86546  -0.094
C: 12.54087 -23.88576 -12.93613  -0.496
C: 13.45363 -24.72714 -12.17418  0.199
N: 14.19821 -25.40835 -11.62691  -0.394
H: 10.38032 -23.25445 -14.82146  0.367
H: 10.19739 -22.29702 -13.29155  0.335
H: 9.19733 -23.62830 -13.60347  0.367
H: 10.94786 -25.28853 -13.16884  0.176
H: 10.61313 -24.26507 -11.87005  0.300
H: 12.76229 -22.90704 -12.49296  0.298
H: 12.85776 -23.87767 -13.97867  0.318
C: 17.49107 -28.38399 -5.97929  -0.781
C: 17.03711 -27.99064 -4.57277  0.592
C: 18.11659 -28.05615 -3.47959  -0.583
C: 18.44529 -29.42889 -3.02921  0.162
N: 18.68842 -30.48907 -2.66419  -0.466
H: 17.97477 -29.36169 -6.05323  0.447
H: 18.33450 -27.76217 -6.30357  0.466
H: 16.69883 -28.27926 -6.71668  -0.475
H: 16.39016 -28.78237 -4.18361  -0.104
H: 16.54021 -27.02481 -4.58186  0.115
H: 17.67376 -27.52234 -2.63746  0.293
H: 19.09193 -27.63982 -3.74095  0.407
C: 16.09143 -23.78144 -9.34913  -1.319
C: 16.50290 -25.06481 -8.64299  -0.627
C: 15.52156 -25.56724 -7.53447  1.354
C: 15.45172 -24.77269 -6.32225  0.152
N: 15.43402 -24.09580 -5.39470  -0.539
H: 16.02943 -22.96273 -8.62478  0.371
H: 15.10156 -23.89724 -9.78486  0.247
H: 16.82531 -23.42861 -10.07193  0.365
H: 17.44378 -24.88519 -8.12055  0.415
H: 16.56501 -25.89750 -9.34204  0.361
H: 15.93629 -26.55102 -7.31867  -0.986
H: 14.52106 -25.72167 -7.94265  0.223
N: 10.57978 -33.31467 -10.79758  0.151
C: 9.97353 -32.24139 -10.19884  -1.181
C: 10.38327 -31.13463 -10.91605  -0.131
C: 11.29233 -31.52134 -11.91929  0.074
C: 11.32983 -32.91531 -11.85228  -1.099
H: 10.43794 -34.31631 -10.59788  0.427
H: 9.38886 -32.35376 -9.30255  0.472
H: 9.92960 -30.17729 -10.71253  0.344
H: 11.77108 -30.97919 -12.71877  0.300
H: 11.72373 -33.66634 -12.51773  0.520
N: 11.18152 -36.08265 -8.93579  0.397
C: 9.88080 -35.78393 -9.24838  -0.696
C: 9.68725 -36.20111 -10.57045  -0.516
C: 10.87374 -36.83313 -10.99324  -0.528
C: 11.76724 -36.76759 -9.95164  -0.498
H: 11.40961 -35.99005 -7.94755  0.119
H: 9.10140 -35.29974 -8.68514  0.361
H: 8.80161 -36.02606 -11.16185  0.439
H: 11.05257 -37.30661 -11.94479  0.445
H: 12.68033 -37.32467 -9.82716  0.556
N: 14.90458 -29.06417 -0.79169  0.152
C: 13.93695 -29.00333 -1.73572  -1.290
C: 13.80283 -27.66161 -2.05788  1.285
C: 14.61998 -26.91512 -1.20712  -0.861
C: 15.34561 -27.84597 -0.43048  -0.749
H: 15.27945 -29.94284 -0.47295  0.234
H: 13.36586 -29.87012 -2.01691  0.294
H: 13.12156 -27.41416 -2.85950  0.012
H: 14.70711 -25.84644 -1.10577  0.458
H: 16.14763 -27.70776 0.27307  0.431
N: 16.20834 -33.57745 -13.01556  -0.007
C: 16.74222 -32.33681 -13.22519  -0.670
C: 17.40214 -31.96359 -12.09251  -0.279
C: 17.26459 -32.99647 -11.13059  -0.326
C: 16.44401 -33.94162 -11.71603  -0.793
H: 15.48779 -34.00110 -13.57146  0.269
H: 16.60662 -31.77120 -14.13077  0.428
H: 17.82237 -30.98042 -11.94278  0.448
H: 17.72436 -32.95097 -10.15772  0.477
H: 15.99315 -34.82616 -11.29576  0.514
N: 12.65431 -28.82244 -12.91816  0.911
C: 13.97793 -28.98648 -13.14842  -0.573
C: 14.14582 -29.56815 -14.37013  -0.570
C: 12.85912 -29.57075 -15.00055  -0.693
C: 11.97499 -28.99607 -14.11772  -0.648
H: 12.24431 -28.38595 -12.10733  -0.080
H: 14.69206 -28.87391 -12.34681  0.369
H: 15.03935 -29.95187 -14.83169  0.517
H: 12.69685 -29.90686 -16.01107  0.458
H: 10.93785 -28.72213 -14.20957  0.434
N: 11.85388 -33.49807 -4.59924  0.165
C: 10.51462 -33.37242 -4.47501  -0.400
C: 10.25162 -32.26001 -3.71067  -1.377
C: 11.50992 -31.66815 -3.41244  -0.060
C: 12.49667 -32.50388 -3.93171  -0.623
H: 12.34263 -34.22708 -5.09770  0.148
H: 9.83119 -34.09867 -4.88350  0.517
H: 9.31010 -31.80724 -3.44964  0.424
H: 11.61321 -30.75293 -2.85231  0.522
H: 13.57114 -32.52850 -3.85372  0.623
N: 10.26283 -24.39145 -3.41228  0.015
C: 10.49066 -23.03002 -3.42059  -0.527
C: 11.86086 -22.86009 -3.38793  -0.961
C: 12.45937 -24.11902 -3.27103  0.159
C: 11.45430 -25.04342 -3.32914  -0.662
H: 9.35342 -24.80357 -3.32330  0.213
H: 9.67453 -22.33483 -3.33265  0.386
H: 12.41203 -21.95012 -3.20394  0.376
H: 13.50162 -24.34998 -3.12187  0.490
H: 11.54542 -26.11504 -3.24248  0.556

Output
Charge = 0
Electronic energy = -95899.228 eV
2S+1 = 1
Energy relative to the best compared isomer or geometry (same formula, charge and spin) = 245.9 kJ/mol
Frontier orbital gap = 8.0348 eV

=====

Density functional theory data (wB97M-V/def2-TZVPD) for an isolated molecule of C5H8O.

Each line ends with the Mulliken charge.
Element x y z (Å)
C: 1.58835 0.49608 -0.32964  -0.759
C: 0.73223 0.72622 0.66639  -0.145
C: -0.74909 0.91378 0.44726  -0.398
C: -1.32146 -0.23210 -0.42026  -0.488
O: -0.71471 -1.43884 0.02948  -0.262
C: 0.44409 -1.72112 -0.53565  -0.243
H: 1.30146 0.58516 -1.37172  0.262
H: 2.61165 0.18266 -0.14692  0.322
H: 1.06816 0.60667 1.69470  0.261
H: -0.97065 1.86236 -0.05555  0.294
H: -1.26770 0.93647 1.41066  0.303
H: -1.10071 -0.07369 -1.48080  0.337
H: -2.39805 -0.34315 -0.27707  0.348
H: 0.89707 -2.41880 0.21459  0.168

Output
Charge = 0
Electronic energy = -7357.973 eV
2S+1 = 1
Energy relative to the best compared isomer or geometry (same formula, charge and spin) = 413.2 kJ/mol
Frontier orbital gap = 8.8212 eV